The following is a quantum chemistry calculation of 2 unconnected molecules or ions with the total composition C2H9NO2 in a non-equilibrium geometry, from the OMol25 dataset.

Geometry as XYZ:
```
14
Properties=species:S:1:pos:R:3:nbo_charge:R:1
O 1.1224 -0.3309 0.8541 -0.549
N 2.9165 -1.6651 0.5405 -0.826
C 0.0000 0.0000 0.0000 -0.256
C 2.3032 -0.4230 0.1693 0.106
H 3.1246 -1.7229 1.5435 0.360
H 3.8239 -1.6216 0.0636 0.344
H -0.4007 -0.9605 -0.3653 0.181
H 0.3375 0.5929 -0.8667 0.169
H -0.8108 0.5492 0.5076 0.192
H 2.1050 -0.3824 -0.9190 0.152
H 2.8805 0.4819 0.4403 0.126
O 3.3766 -2.9633 -3.5146 -0.938
H 4.2611 -2.5374 -3.4471 0.468
H 3.3794 -3.4026 -4.3951 0.470
```

Properties
LUMO energy	0.764	eV
HOMO energy	-0.336	hartree
SMILES	COCN.O
total charge	0
maximum force	2.823	eV Å⁻¹
2S+1	1

---

The following is a quantum chemistry calculation of 7 unconnected molecules or ions with the total composition C35H87BrN7O4 in a non-equilibrium geometry, from the OMol25 dataset.

Geometry as XYZ:
```
134
Properties=species:S:1:pos:R:3:lowdin_charge:R:1
C -2.5791 3.0481 -2.9363 -0.082
C -3.9821 3.1532 -3.4904 -0.152
N -4.9352 3.4451 -2.4274 -0.045
C -4.9889 4.6258 -1.7275 0.001
C -5.8979 4.4687 -0.7389 -0.013
N -6.3710 3.1825 -0.8558 -0.069
C -5.7821 2.5834 -1.8780 -0.044
C -7.4489 2.5708 -0.0482 0.049
H -2.5812 2.4186 -2.0412 0.030
H -2.1728 4.0079 -2.6068 0.079
H -1.8986 2.6115 -3.6647 0.070
H -4.2740 2.1907 -3.9092 0.123
H -4.0715 3.9104 -4.2664 0.139
H -4.3573 5.4459 -2.0218 0.147
H -6.3317 5.1696 -0.0483 0.148
H -5.7817 1.5313 -2.1182 0.124
H -8.0958 3.3286 0.3771 0.108
H -6.9657 2.0248 0.7616 0.100
H -7.9789 1.8752 -0.6882 0.106
C -3.4932 4.5628 1.8099 -0.074
C -2.3029 3.8927 1.0923 -0.229
C -1.6108 2.8954 2.0035 -0.200
C -0.3074 2.3102 1.4604 -0.098
N 0.0437 0.9794 2.0955 -0.268
C -0.2643 0.8720 3.5761 -0.071
C 0.8393 -0.0382 4.1515 -0.122
C 1.7478 -0.4362 2.9840 -0.166
C 1.5427 0.7106 2.0276 -0.104
C -0.7437 -0.0889 1.3698 0.004
H -3.3997 5.6487 1.7870 0.086
H -3.5483 4.3052 2.8684 0.081
H -4.4460 4.3204 1.3462 0.040
H -1.6161 4.6768 0.7679 0.116
H -2.6851 3.3718 0.2106 0.087
H -2.3063 2.0756 2.2271 0.118
H -1.4523 3.3169 2.9988 0.119
H 0.4976 2.9976 1.7221 0.136
H -0.3433 2.0910 0.3950 0.135
H -1.2329 0.3861 3.6193 0.133
H -0.1996 1.8377 4.0587 0.137
H 0.4884 -0.8757 4.7500 0.125
H 1.4346 0.5466 4.8544 0.125
H 1.5911 -1.4483 2.6108 0.110
H 2.7843 -0.4729 3.3262 0.115
H 1.8702 0.6135 0.9942 0.133
H 2.0140 1.6110 2.4280 0.137
H -0.6466 -1.0435 1.8752 0.108
H -0.3809 -0.1481 0.3490 0.101
H -1.7639 0.2794 1.4035 0.046
C 6.2038 5.8754 0.4739 0.023
N 6.4629 4.5550 -0.1892 -0.368
C 6.1046 4.6773 -1.6373 0.020
C 7.9133 4.1947 -0.0886 0.034
C 5.6384 3.5264 0.5577 -0.106
C 5.8112 2.0616 0.1690 -0.224
O 5.6802 1.8060 -1.2184 -0.051
H 6.8023 6.6417 -0.0127 0.122
H 6.4780 5.8395 1.5242 0.119
H 5.1450 6.0784 0.3331 0.115
H 6.4809 3.8214 -2.1797 0.104
H 6.5449 5.6043 -1.9960 0.121
H 5.0222 4.7517 -1.7291 0.114
H 8.5029 4.9678 -0.5725 0.126
H 8.0621 3.2513 -0.6067 0.109
H 8.1730 4.0718 0.9599 0.123
H 4.6068 3.8717 0.4425 0.134
H 5.8736 3.6338 1.6175 0.142
H 5.0802 1.4633 0.7235 0.112
H 6.8000 1.7099 0.4570 0.127
H 4.7968 2.0649 -1.5013 0.096
C 6.3762 -4.4325 3.1634 0.031
N 5.5963 -4.7818 1.9305 -0.378
C 6.5493 -5.0129 0.8175 0.013
C 4.8370 -6.0407 2.2024 0.024
C 4.6232 -3.6932 1.5465 -0.096
C 5.2058 -2.2801 1.5727 -0.213
O 4.4261 -1.3823 0.7617 -0.072
H 7.0144 -5.2622 3.4503 0.127
H 5.6599 -4.2142 3.9538 0.122
H 6.9795 -3.5494 2.9708 0.110
H 7.1967 -4.1537 0.6704 0.111
H 6.0493 -5.3192 -0.0990 0.123
H 7.2058 -5.8482 1.0691 0.126
H 5.5422 -6.8514 2.3618 0.124
H 4.1982 -6.2634 1.3504 0.119
H 4.2262 -5.8933 3.0892 0.116
H 3.8048 -3.7256 2.2670 0.138
H 4.2418 -3.9546 0.5622 0.141
H 6.2175 -2.2322 1.1583 0.123
H 5.2571 -1.8573 2.5717 0.126
H 4.4761 -1.6441 -0.1645 0.098
C -4.0568 -3.7127 4.7544 0.007
N -4.6434 -4.5079 3.6365 -0.360
C -4.7837 -5.9135 4.1523 0.018
C -6.0118 -3.9614 3.3206 0.039
C -3.7224 -4.5435 2.4525 -0.106
C -3.8618 -3.3915 1.4672 -0.244
O -3.6521 -2.1559 2.1293 -0.115
H -3.1055 -4.1365 5.0648 0.112
H -4.7371 -3.7170 5.6028 0.120
H -3.9168 -2.6928 4.4079 0.096
H -5.1639 -6.5604 3.3643 0.118
H -5.5268 -5.9049 4.9464 0.118
H -3.8239 -6.2724 4.5083 0.116
H -6.6202 -4.1171 4.2044 0.118
H -6.3798 -4.4712 2.4359 0.121
H -5.8930 -2.8993 3.1268 0.107
H -3.9695 -5.4447 1.8882 0.142
H -2.6978 -4.6667 2.7995 0.140
H -4.8626 -3.4530 1.0344 0.122
H -3.1295 -3.5781 0.6774 0.127
H -3.7672 -1.4723 1.4483 -0.029
C -1.5733 -2.4775 -7.1204 0.029
N -1.7232 -1.0054 -6.8770 -0.367
C -1.3640 -0.2905 -8.1590 0.026
C -3.1700 -0.7057 -6.5943 0.025
C -0.8048 -0.5265 -5.7891 -0.112
C -1.1629 -0.8407 -4.3585 -0.237
O -2.3133 -0.1285 -3.9613 -0.150
H -0.5857 -2.6800 -7.5278 0.119
H -2.3281 -2.7600 -7.8469 0.118
H -1.6867 -2.9726 -6.1603 0.107
H -1.8296 -0.8379 -8.9707 0.118
H -0.2840 -0.2141 -8.2482 0.116
H -1.7644 0.7188 -8.0899 0.115
H -3.4586 -1.3402 -5.7630 0.110
H -3.7405 -0.9351 -7.4882 0.121
H -3.2356 0.3342 -6.2982 0.106
H -0.6638 0.5433 -5.9556 0.142
H 0.1897 -0.9312 -5.9988 0.144
H -0.3086 -0.5077 -3.7488 0.128
H -1.2648 -1.9057 -4.1174 0.127
H -2.4163 -0.0756 -2.9890 -0.078
Br -3.6688 -0.3061 -0.9270 -0.156
```

Properties
LUMO energy	-9.566	eV
HOMO energy	-0.643	hartree
total charge	+5
maximum force	1.567	eV Å⁻¹
2S+1	1

---

The following is a quantum chemistry calculation of a single C9H11BO2 molecule in a non-equilibrium geometry, from the OMol25 dataset.

Geometry as XYZ:
```
23
Properties=species:S:1:pos:R:3:nbo_charge:R:1
B 1.0579 -1.7777 0.8584 0.365
C -3.5678 0.6104 -0.3117 -0.209
C -3.2192 0.6814 1.0036 -0.214
C -2.7590 0.0181 -1.2362 -0.214
C -1.8885 0.3581 1.2495 -0.198
C -1.4385 -0.2902 -0.9739 -0.212
C -0.9749 -0.1530 0.3104 -0.044
C 1.6913 0.0922 -0.4627 0.878
C 3.9687 0.6163 -0.5625 -0.253
C 0.4197 -0.4011 0.7895 -0.634
O 1.4462 -0.1310 -1.6149 -0.579
O 2.7083 0.5522 0.1897 -0.495
H 0.8815 -2.9028 0.4471 -0.051
H 2.0318 -1.8580 1.6105 -0.076
H -4.5472 0.7652 -0.6971 0.201
H -3.9761 1.0927 1.6732 0.220
H -3.2432 0.2296 -2.1726 0.212
H -1.5395 0.5995 2.2325 0.201
H -0.6825 -0.4135 -1.7382 0.242
H 3.8743 1.2275 -1.4092 0.197
H 4.2761 -0.3240 -0.8723 0.196
H 4.6663 1.0691 0.1015 0.203
H 0.8144 0.3391 1.5853 0.263
```

Properties
LUMO energy	0.336	eV
HOMO energy	-0.325	hartree
SMILES	B[C@@H](C(=O)OC)c1ccccc1
total charge	0
maximum force	4.517	eV Å⁻¹
2S+1	1

---

The following is a quantum chemistry calculation of a gas-phase ion, C2H7N2 (charge +1) in a non-equilibrium geometry, from the OMol25 dataset.

Geometry as XYZ:
```
11
Properties=species:S:1:pos:R:3:nbo_charge:R:1
C -0.4819 -0.0456 -0.2372 -0.219
C 0.7093 0.4319 0.1353 0.074
N 1.2898 1.5618 -0.3457 -0.781
N -1.1288 -1.2366 0.3352 -0.665
H -1.0532 0.3984 -1.0330 0.225
H 1.1737 -0.0702 0.9744 0.199
H 2.0309 1.9448 0.2130 0.413
H 1.3322 1.7209 -1.3451 0.417
H -1.4557 -1.8072 -0.4478 0.445
H -1.9364 -1.0421 0.9276 0.445
H -0.4799 -1.8561 0.8232 0.446
```

Properties
LUMO energy	-3.739	eV
HOMO energy	-0.493	hartree
SMILES	N/C=C/[NH3+]
total charge	+1
maximum force	1.108	eV Å⁻¹
2S+1	1

---

The following is a quantum chemistry calculation of 2 unconnected molecules or ions with the total composition C35H38BF3O4 in a non-equilibrium geometry, from the OMol25 dataset.

Geometry as XYZ:
```
81
Properties=species:S:1:pos:R:3:lowdin_charge:R:1
C -5.6588 0.8312 -0.3535 -0.037
O -5.4006 -0.5855 -0.3144 -0.048
C -4.1134 -1.0192 -0.3543 -0.217
C -3.9016 -2.3996 -0.1201 0.025
C -2.6330 -2.8832 0.0528 0.007
C -1.4861 -2.0256 0.0128 -0.185
C -0.2267 -2.5932 0.3181 0.113
C 1.0604 -2.0233 0.1181 -0.198
C 2.1437 -2.8545 -0.3075 0.006
C 3.4108 -2.3533 -0.4819 0.026
C 3.6687 -0.9793 -0.2743 -0.218
O 4.9634 -0.5792 -0.3997 -0.047
C 5.2553 0.8301 -0.3155 -0.034
C 2.6011 -0.1228 0.0903 0.024
C 1.3340 -0.6410 0.2904 0.003
C -1.7142 -0.6962 -0.4636 0.019
C -2.9924 -0.1823 -0.5772 0.019
H -6.7409 0.9012 -0.2874 0.099
H -5.1898 1.3433 0.5000 0.110
H -5.3045 1.2685 -1.2976 0.099
H -4.7828 -3.0332 -0.0497 0.134
H -2.4858 -3.9535 0.1782 0.128
H -0.2458 -3.6754 0.4930 0.138
H 1.9509 -3.8965 -0.5528 0.126
H 4.2530 -2.9807 -0.7647 0.133
H 6.3279 0.8906 -0.4752 0.100
H 4.7130 1.3890 -1.0932 0.104
H 5.0022 1.2246 0.6795 0.087
H 2.7864 0.9411 0.2300 0.119
H 0.5308 0.0333 0.5752 0.115
H -0.8795 -0.0890 -0.8075 0.116
H -3.1461 0.8668 -0.8360 0.118
C -2.1687 3.1917 9.7131 -0.040
C -0.9855 3.4610 8.7931 -0.518
C -0.8016 4.9612 8.6280 -0.067
C 0.2989 2.8517 9.4039 -0.127
O 0.3163 1.4268 9.2783 -0.017
B 0.0018 0.8220 8.0207 -0.870
C 1.3050 0.8456 7.0326 -0.068
C 2.5963 0.8923 7.5360 -0.009
C 3.7008 0.9704 6.6851 -0.011
C 3.4914 0.9800 5.3112 -0.165
C 4.6787 1.0891 4.3926 -0.524
F 4.3161 1.1094 3.0705 0.072
F 5.3946 2.2320 4.6200 0.110
F 5.5400 0.0372 4.5461 0.109
C 2.2085 0.8924 4.7855 -0.032
C 1.1242 0.8068 5.6628 -0.030
C -0.4076 -0.8849 8.1810 -0.205
C -1.6261 -0.8896 9.0487 -0.088
C 0.7674 -1.5562 8.8156 -0.212
C 1.4625 -2.5757 8.1503 -0.047
C 2.5582 -3.2016 8.7458 -0.111
C 2.9728 -2.8391 10.0335 -0.123
C 2.2628 -1.8482 10.7196 -0.095
C 1.1609 -1.2331 10.1274 -0.037
O -1.1329 1.4202 7.3912 -0.017
C -1.2585 2.8394 7.3952 -0.141
H -2.3117 2.1111 9.8315 0.087
H -1.9813 3.6460 10.6953 0.084
H -3.0780 3.6352 9.2859 0.083
H 0.0492 5.1750 7.9655 0.082
H -1.7011 5.4180 8.1912 0.083
H -0.6129 5.4424 9.5968 0.084
H 1.2040 3.2545 8.9109 0.129
H 0.3513 3.0848 10.4751 0.129
H 2.7792 0.8332 8.6095 0.123
H 4.7129 1.0250 7.0859 0.119
H 2.0544 0.8946 3.7096 0.092
H 0.1265 0.6861 5.2377 0.114
H -0.5746 -1.2256 7.1570 0.121
H -2.4749 -0.3731 8.5927 0.077
H -1.9462 -1.9010 9.3177 0.073
H -1.3657 -0.3771 9.9737 0.067
H 1.1357 -2.8584 7.1456 0.105
H 3.0886 -3.9816 8.1986 0.088
H 3.8249 -3.3260 10.5033 0.085
H 2.5682 -1.5461 11.7253 0.096
H 0.6079 -0.4732 10.6884 0.112
H -2.2877 3.0630 7.0754 0.125
H -0.5566 3.2472 6.6406 0.126
```

Properties
LUMO energy	-3.715	eV
HOMO energy	-0.212	hartree
total charge	0
maximum force	2.426	eV Å⁻¹
2S+1	1